No. 1
10
Properties=species:S:1:pos:R:3 method="wB97M-V/def2-TZVPD" de_lowest_kj_mol=145.09 total_charge=-1 homo_ev=-4.31 lumo_energy_ha=0.1560 orbital_gap_ha=0.314 smiles="CO[S@](=N)(=O)[O-]" total_energy_ev=-19569.2285
C -1.4621 0.2885 0.2786
N 2.2306 -1.0265 0.2201
O 1.2402 1.4819 0.4005
O 0.5452 0.0330 -1.5323
O -0.4108 -0.4589 0.7498
S 1.0520 0.1254 -0.1375
H -1.3571 1.3646 0.6231
H -2.2860 -0.3222 0.4691
H -1.2649 0.3694 -0.8046
H 1.7129 -1.8553 -0.2668

=====

No. 2
8
Properties=species:S:1:pos:R:3 method="wB97M-V/def2-TZVPD" de_lowest_kj_mol=427.14 total_charge=0 homo_ev=-9.65 lumo_energy_ha=0.0330 orbital_gap_ha=0.388 smiles=C#[N+][O-].P total_energy_ev=-13924.1063
C -2.6136 -0.1190 2.5787
N -2.4400 0.3550 1.5224
O -2.1682 0.7511 0.4549
P 1.4371 -0.6953 -0.7984
H -3.0114 -0.3803 3.5393
H 1.1612 -0.7198 -2.1189
H 0.2637 -0.1076 -0.5257
H 2.1543 0.4822 -0.7225

=====

No. 3
8
Properties=species:S:1:pos:R:3 method="wB97M-V/def2-TZVPD" de_lowest_kj_mol=312.25 total_charge=0 homo_ev=-9.37 lumo_energy_ha=0.0411 orbital_gap_ha=0.386 smiles="C=NOP" total_energy_ev=-13925.2970
C 1.7859 0.2321 0.1693
N 0.6916 0.8021 0.1645
O -0.3383 -0.1701 0.2002
P -1.9964 0.1087 0.2613
H 2.5092 1.0281 0.1040
H 1.8259 -0.8327 0.0370
H -2.1753 -1.3084 0.1796
H -2.3026 0.1401 -1.1160